No. 1
Formula: C4H6N4
Source: the OMol25 dataset
Level of theory: ωB97M-V/def2-TZVPD

The geometry in XYZ format:
```
14
Properties=species:S:1:pos:R:3:nbo_charge:R:1
H 2.62 0.99 -0.31 0.34
N 1.84 1.66 0.01 -0.64
C 0.89 0.95 0.02 0.38
N -0.33 1.50 0.21 -0.43
N -1.56 1.06 0.45 -0.19
C -1.82 -0.20 0.35 -0.02
C -0.61 -1.09 0.14 -0.13
N -0.11 -1.15 -1.14 -0.55
C 0.82 -0.51 -0.25 -0.15
H -0.33 2.58 0.53 0.40
H -2.91 -0.59 0.52 0.22
H -0.65 -2.06 0.56 0.20
H 0.44 -2.10 -1.34 0.37
H 1.71 -1.04 0.25 0.21
```

Calculated values
Relative energy (zero: lowest compared OMol25 entry of this formula, charge and spin)   105.08 kcal/mol
SMILES   [H]/N=C1/NN=C[C@H]2N[C@@H]12
Highest occupied orbital energy   -8.7 eV
Largest force on an atom   9.08 eV/Å
Gap between HOMO and LUMO   9.23 eV

***

No. 2
Formula: C22H49Br20F2O3PSi2
Source: the OMol25 dataset
Level of theory: ωB97M-V/def2-TZVPD

The geometry in XYZ format:
```
99
Properties=species:S:1:pos:R:3:mulliken_charge:R:1
O -1.64 6.45 -1.17 -0.43
P -2.74 5.86 -2.25 0.19
O -4.13 5.44 -1.46 -0.44
Si -1.90 3.89 -2.98 0.37
F -2.41 3.76 -4.50 -0.32
C -0.04 3.96 -3.02 -0.62
C 0.68 2.61 -3.05 -0.04
F 1.78 2.65 -2.19 -0.35
O -2.49 2.56 -2.20 -0.40
Si -2.06 2.24 -0.61 0.72
H -1.31 5.80 -0.54 0.32
H -4.06 4.58 -1.03 0.26
H 0.22 4.50 -3.94 0.41
H 0.37 4.58 -2.22 0.42
H 1.07 2.39 -4.04 0.22
H 0.05 1.76 -2.75 0.06
H -2.99 2.88 0.31 -0.31
H -2.11 0.78 -0.45 -0.16
H -0.67 2.66 -0.34 -0.19
Br -4.08 -0.80 -3.26 -0.17
C -3.78 0.91 -4.14 0.68
C -3.02 0.77 -5.43 -0.68
Br -1.13 0.42 -5.12 -0.09
H -3.27 1.54 -3.42 -0.63
H -4.77 1.32 -4.33 0.42
H -3.06 1.69 -6.00 0.31
H -3.39 -0.05 -6.04 0.46
Br -5.27 10.55 -4.81 -0.14
C -6.15 10.12 -3.13 -0.59
C -5.20 10.18 -1.96 -0.63
Br -4.03 8.62 -1.92 0.00
H -6.60 9.14 -3.25 0.37
H -6.94 10.87 -3.01 0.35
H -5.76 10.16 -1.03 0.34
H -4.56 11.06 -1.99 0.35
Br -4.13 1.36 1.63 -0.14
C -5.29 0.62 3.02 -0.55
C -5.57 -0.83 2.77 -0.37
Br -6.89 -1.10 1.37 -0.14
H -6.18 1.23 3.05 0.40
H -4.73 0.75 3.94 0.33
H -5.99 -1.29 3.66 0.38
H -4.68 -1.37 2.47 -0.02
Br -2.65 -4.61 1.43 -0.13
C -1.66 -3.15 2.25 -0.62
C -1.69 -3.23 3.75 0.01
Br -3.42 -2.69 4.47 -0.12
H -2.10 -2.23 1.87 0.32
H -0.64 -3.25 1.88 0.40
H -0.96 -2.55 4.17 -0.22
H -1.50 -4.24 4.12 0.42
Br 1.82 -1.70 -2.07 -0.17
C 3.12 -0.53 -1.24 -0.41
C 2.99 -0.53 0.25 -0.43
Br 1.44 0.52 0.76 -0.14
H 2.96 0.46 -1.67 0.23
H 4.09 -0.90 -1.55 0.31
H 3.85 -0.04 0.71 0.12
H 2.87 -1.52 0.68 0.47
Br 3.83 -3.17 -6.71 -0.16
C 2.47 -1.90 -6.14 -0.25
C 2.78 -0.50 -6.60 -0.38
Br 4.20 0.32 -5.55 -0.14
H 2.41 -1.97 -5.06 0.04
H 1.54 -2.24 -6.58 0.34
H 1.92 0.14 -6.47 0.11
H 3.11 -0.47 -7.64 0.41
Br 5.99 -2.36 0.26 -0.12
C 7.26 -1.15 1.11 -0.68
C 7.10 -1.13 2.60 -0.51
Br 5.54 -0.10 3.16 -0.18
H 7.11 -0.18 0.66 0.46
H 8.24 -1.53 0.83 0.35
H 7.95 -0.64 3.07 0.38
H 6.98 -2.12 3.03 0.33
Br -6.82 -6.46 1.72 -0.11
C -5.33 -7.66 2.06 -0.35
C -5.39 -8.24 3.45 -0.61
Br -4.84 -6.94 4.79 -0.12
H -4.42 -7.09 1.89 0.09
H -5.42 -8.45 1.32 0.34
H -4.68 -9.06 3.54 0.34
H -6.38 -8.57 3.72 0.38
Br 1.43 -3.62 5.47 -0.11
C 2.27 -2.05 6.26 -0.42
C 1.25 -0.97 6.54 -0.66
Br 0.69 -0.08 4.90 -0.13
H 3.03 -1.72 5.56 0.24
H 2.73 -2.39 7.18 0.34
H 1.68 -0.20 7.17 0.38
H 0.35 -1.36 7.01 0.37
Br 9.36 -3.57 4.42 -0.11
C 9.47 -4.00 2.53 -0.08
C 10.89 -4.04 2.03 -0.60
Br 11.62 -2.24 1.83 -0.15
H 8.88 -3.25 2.00 -0.21
H 9.00 -4.97 2.42 0.37
H 10.94 -4.49 1.05 0.35
H 11.55 -4.57 2.71 0.41
```

Calculated values
Highest occupied orbital energy   -8.5 eV
Largest force on an atom   1.38 eV/Å
Gap between HOMO and LUMO   8.65 eV

***

No. 3
Formula: C29H32IN3PRhS
Source: the OMol25 dataset
Level of theory: ωB97M-V/def2-TZVPD

The geometry in XYZ format:
```
68
Properties=species:S:1:pos:R:3:lowdin_spin:R:1
Rh 0.48 -0.87 -0.92 2.16
I -0.53 -2.71 0.47 0.17
C -0.55 -1.99 2.46 0.00
C -0.07 -2.92 3.33 0.01
C -0.29 -2.79 4.75 0.00
C -1.02 -1.69 5.18 0.01
C -1.42 -0.68 4.29 0.00
C -2.17 0.41 4.74 0.00
C -2.39 1.47 3.93 0.00
C -1.86 1.53 2.66 0.01
C -1.16 0.43 2.12 0.03
P -0.65 0.65 0.39 0.14
C -2.21 0.83 -0.45 0.02
C -3.22 -0.03 -0.01 0.02
C -4.50 -0.01 -0.58 0.00
C -4.75 0.75 -1.71 0.02
C -3.72 1.57 -2.20 0.00
C -2.51 1.60 -1.60 0.01
C 0.10 2.25 0.55 0.02
C 0.02 3.28 -0.40 0.01
C 0.63 4.50 -0.13 0.00
C 1.42 4.66 0.98 0.02
C 1.76 3.56 1.78 0.00
C 1.02 2.40 1.60 0.02
C -1.07 -0.77 2.91 0.00
H 0.49 -3.78 2.97 0.00
H 0.13 -3.54 5.46 0.00
H -1.31 -1.61 6.25 0.00
H -2.43 0.29 5.81 0.00
H -2.96 2.35 4.30 0.00
H -1.87 2.51 2.10 0.00
H -3.01 -0.75 0.80 0.00
H -5.25 -0.54 -0.05 0.00
H -5.66 0.63 -2.33 0.00
H -3.89 2.24 -3.04 0.00
H -1.74 2.20 -2.07 0.00
H -0.56 3.14 -1.31 0.00
H 0.57 5.36 -0.84 0.00
H 1.93 5.59 1.23 0.00
H 2.54 3.68 2.54 0.00
H 1.22 1.54 2.26 0.00
C 3.26 0.55 -1.24 0.01
N 2.72 -0.79 -0.95 0.15
C 3.10 -1.20 0.42 0.02
C 3.17 -1.81 -1.89 0.01
C 2.16 -1.83 -3.10 0.01
N 0.81 -2.17 -2.65 0.09
C 0.85 -3.65 -2.51 0.01
C -0.06 -1.91 -3.86 0.01
H 4.32 0.50 -1.08 0.00
H 2.75 1.25 -0.58 0.00
H 3.07 0.79 -2.28 0.00
H 4.25 -1.38 0.46 0.01
H 2.65 -2.15 0.63 0.00
H 2.83 -0.41 1.14 0.00
H 3.18 -2.78 -1.38 0.00
H 4.19 -1.54 -2.23 0.00
H 2.58 -2.55 -3.85 0.00
H 2.12 -0.82 -3.61 0.00
H 1.29 -4.02 -3.43 0.00
H -0.13 -4.04 -2.42 0.00
H 1.48 -3.97 -1.67 0.00
H 0.20 -2.62 -4.67 0.00
H 0.12 -0.91 -4.24 0.00
H -1.10 -2.05 -3.47 0.00
S -0.16 2.57 -4.34 0.66
C 0.26 1.47 -3.17 0.06
N 0.57 0.75 -2.27 0.28
```

Calculated values
⟨S²⟩   6.035
Spin multiplicity   5
Highest occupied orbital energy (spin up / spin down)   -12.3 / -13.6 eV
Largest force on an atom   3.88 eV/Å
Gap between HOMO and LUMO (spin up / spin down)   7.13 / 4.06 eV
Charge   +2